Arrangement A

The following is a DFT calculation (the ωB97M-V functional and the def2-TZVPD basis) of 2 unconnected molecules or ions with the total composition C2H9N2O.

Geometry (Å):
O  0.5893  -1.2174  0.3880
C  -0.4699  1.7803  -0.6051
H  -0.6883  -0.2860  -0.4940
H  -0.6684  2.5288  -1.3648
H  1.2151  -2.8357  1.4676
N  1.0158  1.6564  -0.5307
H  1.1905  0.7182  -0.1612
H  -1.1975  0.4197  -1.9096
H  -0.2285  -3.1146  0.4741
H  -0.3637  -2.2092  1.9681
N  -1.1626  0.5521  -0.9108
H  -0.8652  2.1178  0.3530
C  0.3072  -2.3522  1.0846
H  1.3263  2.2419  0.2410

Charge: -1
2S+1: 1
Gap between HOMO and LUMO: 7.29 eV
HOMO level: -2.747 eV

---

Arrangement B

The following is a DFT calculation (the ωB97M-V functional and the def2-TZVPD basis) of 2 unconnected molecules or ions with the total composition C2H9N2O.

Geometry (Å):
H  1.3961  2.7959  -1.7408
H  -1.2692  1.0241  -0.0902
H  2.7360  2.3637  -0.9402
N  1.7406  2.5114  -0.8306
C  -0.5519  0.2228  0.2141
H  -0.5452  -1.9839  2.1011
H  0.3213  -2.1600  0.5634
C  -0.6743  -2.0740  1.0162
N  -1.4208  -0.9469  0.4879
H  -1.8462  -1.2149  -0.3897
H  1.2638  1.5910  -0.6384
H  -0.1796  0.5393  1.2196
H  -1.2417  -2.9920  0.8365
O  0.4411  0.0085  -0.6711

Charge: -1
2S+1: 1
Gap between HOMO and LUMO: 7.32 eV
HOMO level: -2.760 eV

---

Calculated relative energies: arrangement A 0.312; arrangement B 0.000, given in eV

---

Arrangement A

The following is a DFT calculation (the ωB97M-V functional and the def2-TZVPD basis) of 2 unconnected molecules or ions with the total composition CH4O3.

Geometry (Å):
H  0.1531  -0.9283  0.4485
H  -0.3377  0.6406  1.3497
C  -0.0007  0.1357  0.4580
H  2.2600  0.8385  -1.4062
O  0.7482  0.9180  -0.2815
O  1.5454  0.2081  -1.2213
H  -2.0034  -0.5835  -0.7360
O  -1.9886  0.1891  -0.1625

2S+1: 1
Gap between HOMO and LUMO (alpha / beta): 9.93 / 9.93 eV
HOMO level (alpha / beta): -9.555 / -9.554 eV

---

Arrangement B

The following is a DFT calculation (the ωB97M-V functional and the def2-TZVPD basis) of 2 unconnected molecules or ions with the total composition CH4O3.

Geometry (Å):
H  -3.1797  2.1657  -0.2008
O  0.0000  0.0000  0.0000
H  -2.2156  1.8585  0.9828
H  0.8499  -1.2209  1.3250
H  -0.6830  -0.1039  0.7175
C  1.0605  -0.6166  0.4205
O  -2.7784  2.5700  0.6016
O  2.1672  -0.5797  -0.1408

2S+1: 1
Gap between HOMO and LUMO: 10.85 eV
HOMO level: -10.933 eV
SMILES: O=CO.O

---

Calculated relative energies: arrangement A 4.992; arrangement B 0.000, given in eV

---

Arrangement A

The following is a DFT calculation (the ωB97M-V functional and the def2-TZVPD basis) of a gas-phase ion, C5H8N3O4 (charge +1).

Geometry (Å):
O  2.0427  -1.6530  0.7548
O  3.6391  -0.8461  -0.4262
N  2.4930  -0.9446  -0.1170
H  -1.2321  0.2868  2.5978
H  -1.0992  2.0087  -0.7918
C  -1.3869  0.5865  1.5498
N  1.9317  0.8851  -1.6942
C  1.5496  -0.0143  -0.8895
H  -2.4610  0.5612  1.2684
H  -1.3607  -1.6407  -0.9354
N  -0.1808  1.3771  -0.9084
C  -1.6965  -1.3282  0.0621
H  0.1620  -1.0095  1.2647
C  -0.5224  -0.4393  0.7662
H  -1.0204  1.6085  1.3151
H  -1.9656  -2.1198  0.7906
O  2.8434  1.2187  -2.2919
H  -2.5006  -0.6297  -0.2134
O  0.6568  1.8309  -1.7996
C  0.1078  0.2617  -0.3020

Charge: +1
2S+1: 1
Gap between HOMO and LUMO: 10.10 eV
HOMO level: -15.607 eV
SMILES: CC(C)c1[nH]o[n+](=O)c1[N+](=O)[O-]

---

Arrangement B

The following is a DFT calculation (the ωB97M-V functional and the def2-TZVPD basis) of a gas-phase ion, C5H8N3O4 (charge +1).

Geometry (Å):
C  -0.5635  -0.7141  -1.8752
H  0.4424  -0.0588  0.7171
N  -0.5176  -1.9611  -1.4375
H  -1.7531  1.0226  -1.1419
H  -0.6522  1.3311  0.7692
H  2.0529  1.0527  -0.2033
C  0.0470  0.7802  0.2037
O  1.6483  -4.1652  -1.9395
H  -0.6910  -2.1899  -0.4701
N  0.9108  -3.3728  -2.8308
C  1.2322  1.6701  -0.2453
H  1.2894  1.9092  -1.3322
O  -0.3768  -2.9620  -2.3698
C  1.5638  -2.6176  -3.7393
C  -0.8796  0.2864  -0.8601
O  -0.2899  -0.3526  -3.0347
N  1.7788  -1.7785  -4.5485
O  2.1860  -0.8916  -5.1668
H  1.2665  2.4368  0.5970
H  1.4830  -5.0665  -2.2071

Charge: +1
2S+1: 1
Gap between HOMO and LUMO (alpha / beta): 4.13 / 4.13 eV
HOMO level (alpha / beta): -12.034 / -12.032 eV
SMILES: CC/C=C(/[O-])NO[N+](O)=C=[N+]=O

---

Calculated relative energies: arrangement A 0.000; arrangement B 2.014, given in eV

---

Arrangement A

The following is a DFT calculation (the ωB97M-V functional and the def2-TZVPD basis) of a gas-phase ion, C4H4NO (charge +1).

Geometry (Å):
C  0.3572  1.4637  0.9348
C  -1.3665  -1.0365  -0.5705
O  -2.1697  -0.5803  0.2881
H  1.6355  0.1265  0.2586
N  0.6642  0.4251  0.2844
H  0.9460  2.2006  1.4647
H  -1.4166  -2.1142  -0.7164
H  -0.7347  -0.4214  -1.2042
C  -1.9806  0.6622  0.6538
C  -1.0774  1.4660  0.8722

Charge: +1
2S+1: 1
Gap between HOMO and LUMO (alpha / beta): 8.90 / 8.90 eV
HOMO level (alpha / beta): -15.452 / -15.452 eV

---

Arrangement B

The following is a DFT calculation (the ωB97M-V functional and the def2-TZVPD basis) of a gas-phase ion, C4H4NO (charge +1).

Geometry (Å):
O  -1.6804  0.5032  -0.2236
C  0.7448  0.5169  -0.1422
N  -1.5569  -0.7376  -0.0220
C  -0.4435  1.2612  0.1238
C  -0.5281  -1.3826  0.1702
C  0.7844  -0.7464  -0.2328
H  1.5825  -1.5238  -0.6499
H  -0.2828  2.2072  -0.5667
H  -0.3890  -2.3943  0.5584
H  -0.6906  1.6110  1.2127

Charge: +1
2S+1: 1
Gap between HOMO and LUMO (alpha / beta): 8.09 / 7.66 eV
HOMO level (alpha / beta): -15.880 / -15.955 eV

---

Calculated relative energies: arrangement A 0.000; arrangement B 0.439, given in eV

---

Arrangement A

The following is a DFT calculation (the ωB97M-V functional and the def2-TZVPD basis) of 3 unconnected molecules or ions with the total composition C6H14O2.

Geometry (Å):
H  -1.2311  -0.2185  2.5422
H  -0.0294  0.2051  0.2101
C  -1.0143  1.5322  -0.9792
H  -0.5263  -1.3459  3.3059
H  0.3755  -3.2347  -1.5135
C  -1.8895  2.1618  0.0663
H  -1.4716  3.1111  0.4117
H  2.2801  -1.4904  -1.8206
H  -0.7518  -1.7763  -1.3938
H  1.8638  0.7205  -1.6491
H  0.6764  0.3544  -2.8073
H  -2.8814  2.3611  -0.3021
H  -1.9490  1.5327  0.9279
C  -0.0226  0.6805  -0.7451
H  -1.1779  1.9186  -1.9776
H  1.7450  -1.1949  2.9146
H  2.9483  -0.6049  2.1983
O  -1.3337  -0.8302  3.2740
O  2.0023  -0.4939  2.3114
C  0.2369  -2.2086  -1.5110
C  0.9371  0.1610  -1.7595
C  1.2131  -1.3406  -1.7037

2S+1: 1
Gap between HOMO and LUMO: 9.54 eV
HOMO level: -9.052 eV
SMILES: C=CC/C=C/C.O.O

---

Arrangement B

The following is a DFT calculation (the ωB97M-V functional and the def2-TZVPD basis) of 2 unconnected molecules or ions with the total composition C6H14O2.

Geometry (Å):
C  -1.5603  2.3381  -0.3574
C  1.4430  0.3948  -0.7403
H  1.7512  -1.6056  -0.1980
H  0.5513  -1.3460  2.1241
C  1.0326  -0.8256  0.0771
H  0.9101  0.3746  1.8884
H  0.9533  1.3012  -0.3914
H  -1.5900  -0.1642  -0.3450
O  -0.1362  -1.7893  -1.8284
H  2.5178  0.5617  -0.6425
H  -2.2086  3.2016  -0.4027
C  -0.3131  -1.6458  -0.4511
O  -1.5485  -1.1562  -0.1321
C  -1.5175  1.5518  0.7024
H  -0.2322  -2.6257  0.0432
H  1.2147  0.2369  -1.7928
H  -0.7008  0.8070  0.8360
H  2.2156  -0.7878  1.8868
H  -0.9380  2.1817  -1.2250
C  1.1787  -0.6357  1.5875
H  -0.9323  -2.1589  -2.2237
H  -2.0909  1.7914  1.5851

2S+1: 1
Gap between HOMO and LUMO: 10.79 eV
HOMO level: -9.852 eV
SMILES: CC(C)C(O)O.C=C

---

Arrangement C

The following is a DFT calculation (the ωB97M-V functional and the def2-TZVPD basis) of 2 unconnected molecules or ions with the total composition C6H14O2.

Geometry (Å):
H  -1.1643  -0.1223  -0.7638
H  2.2365  0.0933  -2.3909
H  0.0395  -2.3145  -1.4394
H  0.4867  -0.5886  -0.2639
H  -1.2352  -3.1924  -1.4426
H  -0.5465  1.9918  -0.9536
H  0.1238  1.0054  -2.3229
H  1.9015  2.0620  -0.1401
H  -0.8225  -1.5520  1.4741
C  0.1911  1.2654  -1.2032
H  -0.3777  -0.5821  3.0111
C  -0.6174  0.6336  1.2462
H  3.5389  0.5373  -1.1680
O  -2.4844  -0.5574  2.3587
C  -1.0967  -0.5455  2.0603
H  -2.7061  0.3077  2.8514
C  -0.2948  0.2363  -0.1775
H  0.3010  0.9308  1.6441
C  2.5171  0.6350  -1.5687
H  -1.4532  1.5071  1.3645
C  1.7037  1.4584  -0.9671
O  -0.2413  -3.2091  -1.2087

2S+1: 1
Gap between HOMO and LUMO: 10.63 eV
HOMO level: -9.791 eV
SMILES: C=CCCCCO.O

---

Calculated relative energies: arrangement A 0.167; arrangement B 0.000; arrangement C 1.286, given in eV

---

Arrangement A

The following is a DFT calculation (the ωB97M-V functional and the def2-TZVPD basis) of a single C2H3NS2 molecule.

Geometry (Å):
S  -2.5163  -0.6257  -0.3987
H  -0.4661  -1.4880  1.1245
H  -0.6285  1.4158  0.0873
H  1.5473  1.3142  -0.5277
S  2.0173  -0.9380  -0.2809
C  1.1099  0.4876  -0.3737
C  -0.9246  -0.6049  0.2960
N  -0.1389  0.4391  0.0731

2S+1: 1
Gap between HOMO and LUMO: 7.49 eV
HOMO level: -8.879 eV
SMILES: S=CNC=S

---

Arrangement B

The following is a DFT calculation (the ωB97M-V functional and the def2-TZVPD basis) of a single C2H3NS2 molecule.

Geometry (Å):
H  -1.0451  1.2906  -0.1536
N  0.0154  -0.4560  0.0019
C  1.2102  0.2007  0.0417
S  2.6334  -0.5338  -0.0382
H  -0.0130  -1.4633  0.1347
C  -1.1983  0.1770  -0.0070
H  1.0566  1.3105  0.0454
S  -2.6593  -0.5258  -0.0248

2S+1: 1
Gap between HOMO and LUMO: 8.26 eV
HOMO level: -9.116 eV
SMILES: S=CNC=S

---

Calculated relative energies: arrangement A 2.089; arrangement B 0.000, given in eV